Computed, not measured: C15H16FN3O2 in the gas phase, with wB97M-V/def2-TZVPD.

XYZ file:
```
37
Properties=species:S:1:pos:R:3:forces:R:3:lowdin_charge:R:1
O -2.021929 0.347990 2.003955 -1.03 -2.87 3.48 -0.01
O -0.238801 3.220978 -1.915038 1.32 1.99 -3.13 -0.04
F 3.556884 0.186021 -1.081406 -1.26 0.20 0.38 0.07
C -2.008611 2.609339 -0.711105 0.64 -1.97 0.94 -0.08
C -2.461006 1.806323 0.332200 0.76 -2.16 0.66 -0.07
C 1.410093 1.337761 -1.161810 1.90 -2.81 2.47 0.13
C 0.667223 -0.136760 1.120023 -0.43 1.32 -0.43 0.12
C 2.298994 0.366936 -0.571565 -1.14 3.02 -1.60 -0.15
C 0.118855 1.498935 -0.545326 1.56 1.08 -3.18 -0.13
C 1.960638 -0.247972 0.621441 -0.92 -1.09 1.76 -0.19
C -0.268608 0.833289 0.541357 -0.85 -4.94 2.94 -0.06
N -0.731240 2.392432 -1.157273 -2.55 1.40 1.95 -0.17
N 2.842535 -1.061318 1.359920 0.39 1.36 0.20 -0.12
N -1.652221 0.798804 0.957870 0.66 6.17 -4.03 -0.16
C -3.100426 3.550934 -1.191879 -0.53 -2.17 -0.51 -0.07
C -3.853150 2.157322 0.771430 -1.09 -0.43 -0.22 -0.12
C 4.089534 -0.533116 1.998624 -0.55 1.49 -1.08 -0.17
C 2.804134 -2.482675 1.198495 2.98 0.20 -0.89 -0.18
C -4.260998 3.368594 -0.144698 -0.02 0.17 1.38 -0.14
C 5.043664 -1.642325 1.817212 0.83 -2.18 1.23 -0.19
C 4.098844 -2.902998 1.866786 1.12 0.09 3.13 -0.17
H 1.882669 1.894855 -1.933012 -0.63 0.64 -0.72 0.11
H 0.449811 -0.779819 1.985607 -0.29 0.74 -0.43 0.14
H -3.400012 3.123534 -2.163958 0.00 0.46 0.07 0.13
H -2.754313 4.537234 -1.346459 0.24 1.08 -0.08 0.10
H -4.680792 1.412802 0.680593 1.22 -0.24 -0.13 0.13
H -3.906085 2.410575 1.837128 0.33 0.07 -0.13 0.12
H 3.989894 -0.293467 3.094176 -0.30 -0.10 -0.98 0.13
H 4.472992 0.381954 1.448066 -0.73 -0.76 0.73 0.13
H 2.032332 -2.923714 1.728664 -1.98 -0.98 0.52 0.09
H 2.909381 -2.825989 0.157688 -0.74 0.26 -0.03 0.13
H -4.184128 4.188877 0.585122 -0.35 0.28 -0.70 0.10
H -5.380164 3.266298 -0.437238 2.27 0.33 -0.17 0.14
H 5.432506 -1.784397 0.831547 0.64 0.98 -0.79 0.10
H 5.911752 -1.589628 2.579479 -1.44 -0.47 -1.21 0.14
H 4.598278 -3.769628 1.462995 -0.07 -0.29 -0.32 0.10
H 3.911021 -3.138432 2.959936 0.04 0.14 -1.07 0.12
```
Forces are in eV/Å.

**Max |F|**: 7.4 eV/A
**HOMO energy**: -7.2861 eV